1.
{"formula": "C5H6ClNO", "method": "ωB97M-V/def2-TZVPD", "species": ["O", "N", "C", "C", "C", "C", "C", "Cl", "H", "H", "H", "H", "H", "H"], "positions_angstrom": [[-2.1152, 2.9212, 1.5968], [-1.3705, 2.2240, 0.9674], [-0.5927, 1.8093, 0.2172], [0.5364, 1.1223, -0.3950], [0.1942, -0.2458, -0.9805], [-0.1379, -1.1242, 0.1777], [0.4398, -2.2906, 0.3111], [0.2807, -3.2304, 1.6971], [1.3286, 0.8817, 0.4157], [0.8269, 1.7948, -1.2923], [0.9943, -0.5129, -1.5306], [-0.8144, -0.1452, -1.5699], [-0.7168, -0.5658, 0.8374], [1.1467, -2.6384, -0.4519]], "smiles": "[O-][N+]#CCC/C=C/Cl", "largest_force_ev_per_a": 5.4, "lumo_ev": 0.63, "e_tot_ha": -784.1619, "e_homo_ev": -9.4895, "gap_ha": 0.3720}



2.
{"formula": "CH6NOP", "method": "ωB97M-V/def2-TZVPD", "species": ["C", "N", "O", "P", "H", "H", "H", "H", "H", "H"], "positions_angstrom": [[0.6722, 1.1517, 0.3689], [-0.3632, -1.4508, 0.4580], [-2.0539, 0.5076, 0.0724], [-0.6973, 0.0567, -0.1953], [0.3892, 2.1828, 0.1706], [0.8370, 1.0102, 1.4380], [1.5739, 0.8998, -0.1832], [-1.1583, -2.0719, 0.5240], [0.4513, -1.9183, 0.0874], [0.3492, -0.3679, -2.7408]], "largest_force_ev_per_a": 2.0, "lumo_ev": [1.05, -1.23], "multiplicity": 3, "e_tot_ha": -512.9348, "e_homo_ev": [-7.2888, -10.5651], "s_squared": 2.003, "gap_ha": [0.3064, 0.3430]}



3.
{"formula": "C48H47Cl3N11O4RbS3", "method": "ωB97M-V/def2-TZVPD", "species": ["Rb", "C", "O", "C", "C", "C", "C", "C", "C", "N", "C", "N", "C", "C", "C", "C", "C", "C", "O", "C", "N", "C", "C", "C", "C", "C", "C", "O", "C", "H", "H", "H", "H", "H", "H", "H", "H", "H", "H", "H", "H", "H", "H", "H", "H", "H", "H", "H", "H", "H", "H", "N", "C", "N", "C", "C", "S", "C", "C", "S", "C", "N", "N", "H", "H", "H", "H", "H", "H", "Cl", "C", "C", "C", "C", "C", "C", "N", "C", "C", "N", "C", "O", "C", "C", "C", "Cl", "S", "C", "C", "C", "Cl", "C", "H", "H", "H", "H", "H", "H", "H", "H", "H", "H", "H", "H", "H", "C", "N", "C", "C", "N", "C", "H", "H", "H", "H", "H", "H"], "positions_angstrom": [[-0.4357, 1.0072, -1.5422], [-0.8079, -6.8626, -1.9501], [0.5644, -6.7190, -1.6036], [1.3501, -6.3211, -2.6651], [2.0274, -7.2577, -3.4232], [2.8383, -6.8463, -4.4717], [2.9743, -5.4920, -4.7378], [2.3152, -4.5466, -3.9660], [1.4810, -4.9523, -2.9265], [0.8096, -4.0652, -2.0830], [0.3502, -2.7873, -2.3801], [0.0996, -2.5936, -3.6916], [0.1299, -1.4221, -4.5145], [0.5778, -0.1798, -4.0689], [0.5653, 0.8042, -5.0735], [0.1416, 0.5987, -6.3835], [-0.2827, -0.6636, -6.7719], [-0.2692, -1.6796, -5.8324], [-0.6666, -2.9780, -6.1442], [-0.1484, -3.4964, -7.3568], [0.1053, -1.9323, -1.4394], [0.5250, -2.2557, -0.1489], [-0.4221, -2.6084, 0.8209], [-0.0501, -2.9950, 2.1013], [1.2921, -3.0267, 2.4480], [2.2432, -2.6268, 1.5195], [1.8763, -2.2317, 0.2376], [2.8673, -1.8747, -0.6231], [2.7659, -0.5423, -1.1555], [-0.9431, -7.6760, -2.6680], [-1.2081, -5.9371, -2.3741], [-1.3388, -7.0967, -1.0303], [1.9076, -8.3051, -3.1765], [3.3664, -7.5773, -5.0691], [3.6167, -5.1586, -5.5425], [2.4531, -3.4906, -4.1578], [0.6144, -4.4112, -1.1565], [0.0004, -3.4383, -4.2344], [0.9341, 1.8044, -4.8313], [0.1570, 1.4041, -7.1130], [-0.6153, -0.8562, -7.7834], [-0.5877, -3.0103, -8.2301], [-0.4022, -4.5547, -7.3791], [0.9384, -3.3793, -7.3964], [-1.4644, -2.6075, 0.5223], [-0.8091, -3.2871, 2.8175], [1.5982, -3.3523, 3.4335], [3.2995, -2.6244, 1.7601], [3.7793, -0.2481, -1.4234], [2.3900, 0.1362, -0.3763], [2.1267, -0.5107, -2.0424], [-2.9823, 0.8107, 1.5843], [-3.7365, 1.0404, 0.4691], [-3.2703, 1.6301, -0.5877], [-4.2507, 1.7649, -1.5550], [-5.4683, 1.2775, -1.2131], [-5.4154, 0.6197, 0.3829], [-3.8718, 2.3677, -2.8434], [-4.6552, 2.4970, -3.9430], [-3.7514, 3.2190, -5.2215], [-2.3732, 3.2822, -4.1807], [-2.5754, 2.8149, -2.9884], [-1.1790, 3.8472, -4.5634], [-1.9897, 1.0060, 1.4868], [-3.2238, 0.0207, 2.1591], [-6.3713, 1.2463, -1.7982], [-5.6781, 2.1918, -4.0820], [-0.8941, 3.6377, -5.5088], [-0.4443, 3.6413, -3.8975], [-4.4005, -1.2553, 4.4676], [-2.7820, -0.7705, 4.8777], [-2.4248, 0.5647, 4.7800], [-1.1204, 0.9274, 5.0622], [-0.1695, -0.0119, 5.4511], [1.2686, 0.4206, 5.6479], [2.0371, 0.3210, 4.3292], [1.3948, 1.0552, 3.2610], [1.3134, 2.4234, 3.1351], [0.5226, 2.6485, 2.0519], [0.1112, 1.4490, 1.5036], [0.6452, 0.5233, 2.2687], [1.3630, 1.7609, 6.0757], [0.9067, 1.9658, 7.4086], [0.9811, 3.4271, 7.6988], [-0.0685, 4.2896, 7.5960], [-1.6782, 3.8946, 7.1462], [0.3588, 5.9115, 7.9445], [1.9835, 5.4532, 8.2418], [2.1709, 4.1204, 8.0716], [-0.5759, -1.3350, 5.5610], [0.5533, -2.5683, 6.0520], [-1.8727, -1.7328, 5.2752], [-3.1479, 1.3023, 4.4625], [-0.8188, 1.9627, 4.9683], [1.7601, -0.2402, 6.3710], [2.0940, -0.7258, 4.0262], [3.0497, 0.6983, 4.4729], [1.8103, 3.0826, 3.8244], [0.2468, 3.5919, 1.6100], [0.5436, -0.5430, 2.1352], [1.5396, 1.4007, 8.1029], [-0.1219, 1.6096, 7.5180], [2.7093, 6.1966, 8.5271], [3.1235, 3.6277, 8.2052], [-2.1611, -2.7708, 5.3574], [1.2591, 7.4404, -1.0334], [0.7094, 6.1011, -0.9950], [-0.5358, 5.7400, -0.5397], [-0.6490, 4.4029, -0.7782], [0.5010, 3.9326, -1.3681], [1.2819, 4.9784, -1.4881], [0.9554, 7.9847, -0.1416], [0.9156, 7.9805, -1.9154], [2.3452, 7.3824, -1.0503], [-1.2121, 6.4572, -0.1079], [-1.4915, 3.7551, -0.5864], [2.2766, 4.9782, -1.9064]], "largest_force_ev_per_a": 0.3, "lumo_ev": 0.19, "e_tot_ha": -5359.8269, "e_homo_ev": -5.9229, "gap_ha": 0.2245}



4.
{"formula": "C13H32N4O6V", "method": "ωB97M-V/def2-TZVPD", "species": ["V", "O", "H", "C", "O", "H", "H", "H", "C", "O", "N", "C", "C", "H", "H", "H", "H", "H", "H", "H", "C", "O", "N", "C", "C", "H", "H", "H", "H", "H", "H", "H", "C", "O", "N", "C", "C", "H", "H", "H", "H", "H", "H", "H", "C", "O", "N", "C", "C", "H", "H", "H", "H", "H", "H", "H"], "positions_angstrom": [[-0.7937, 0.0659, -0.3178], [-1.2698, 1.1973, -1.9433], [-1.1714, 2.0016, -2.4514], [-2.9084, -2.1981, -0.1087], [-2.5668, -0.8986, 0.1561], [-3.4481, -2.6639, 0.7430], [-3.5965, -2.2829, -0.9765], [-2.0299, -2.8465, -0.3176], [-0.1384, -1.2909, 2.3868], [0.0644, -1.2221, 1.1888], [-0.4189, -2.4265, 3.0415], [-0.5696, -2.4531, 4.4730], [-0.4273, -3.6968, 2.3516], [-0.1273, -0.4017, 3.0336], [-0.2975, -1.4852, 4.8974], [0.0860, -3.2045, 4.9124], [-1.6076, -2.6560, 4.7452], [0.3935, -4.3359, 2.6892], [-1.3819, -4.2066, 2.4869], [-0.2958, -3.5292, 1.2841], [-0.9559, 2.7033, 1.8079], [-1.0332, 1.6327, 1.2443], [-1.0045, 3.9014, 1.2130], [-0.7053, 5.1018, 1.9450], [-1.1162, 3.9939, -0.2226], [-0.8714, 2.7898, 2.9021], [-0.5180, 4.8519, 2.9897], [-1.5413, 5.8012, 1.9107], [0.1995, 5.5669, 1.5474], [-0.1777, 4.3421, -0.6678], [-1.3587, 3.0129, -0.6366], [-1.8968, 4.7166, -0.4800], [2.4359, 0.9195, -0.6493], [1.3353, 1.0662, -0.1370], [3.6008, 0.9407, 0.0351], [4.8530, 0.8963, -0.6736], [3.6003, 1.3133, 1.4433], [2.5727, 0.7614, -1.7296], [5.1363, 1.8724, -1.0805], [4.8101, 0.1655, -1.4785], [5.6365, 0.5847, 0.0153], [2.7027, 0.9322, 1.9208], [4.4636, 0.8615, 1.9321], [3.6538, 2.3988, 1.5680], [0.1926, -1.7474, -2.9205], [0.0907, -1.3420, -1.7795], [-0.8102, -1.8333, -3.8082], [-0.5830, -2.3378, -5.1253], [-2.1895, -1.5191, -3.4468], [1.1435, -2.1275, -3.3307], [-0.8747, -3.3869, -5.2263], [0.4728, -2.2407, -5.3968], [-1.1293, -1.7437, -5.8592], [-2.7897, -2.4369, -3.4944], [-2.2417, -1.0838, -2.4570], [-2.5984, -0.7944, -4.1492]], "largest_force_ev_per_a": 0.9, "lumo_ev": [0.48, 0.47], "multiplicity": 4, "e_tot_ha": -2129.0192, "e_homo_ev": [-4.5405, -6.4193], "s_squared": 3.755, "gap_ha": [0.1844, 0.2532]}



5.
{"formula": "C5H9N", "method": "ωB97M-V/def2-TZVPD", "species": ["C", "N", "C", "C", "C", "C", "H", "H", "H", "H", "H", "H", "H", "H", "H"], "positions_angstrom": [[1.4067, -1.7036, 1.7588], [0.9902, -0.5254, 1.6107], [-0.3884, -0.3025, 1.3827], [-0.9446, 0.2646, 0.3107], [-0.4678, 0.2097, -1.1070], [-0.0724, 1.5717, -1.7409], [0.9431, -2.5930, 1.3131], [2.3273, -1.9508, 2.2885], [-1.0512, -0.6654, 2.1590], [-1.9724, 0.5855, 0.4608], [-1.2121, -0.3614, -1.6615], [0.4695, -0.3489, -1.1825], [-0.8756, 2.0141, -2.3344], [0.0033, 2.3142, -0.9442], [0.8443, 1.4912, -2.3140]], "smiles": "C=N/C=C\\CC", "largest_force_ev_per_a": 1.7, "lumo_ev": 0.68, "e_tot_ha": -250.5859, "e_homo_ev": -8.5026, "gap_ha": 0.3373}



6.
{"formula": "C8H7N", "method": "ωB97M-V/def2-TZVPD", "species": ["C", "C", "C", "C", "C", "N", "C", "C", "C", "H", "H", "H", "H", "H", "H", "H"], "positions_angstrom": [[-3.3747, 0.4543, 0.9635], [-2.5881, -0.0456, 0.2028], [-1.7151, -0.5946, -0.8636], [-0.2540, -0.0636, -0.5637], [-0.0796, 1.3783, -0.6204], [0.2041, 2.5068, -0.5170], [0.7705, -0.8373, -0.1530], [2.1406, -0.5888, 0.0886], [2.7772, 0.4700, 0.6586], [-3.8000, 0.7236, 1.9083], [-1.6680, -1.6993, -0.8747], [-1.9474, -0.2218, -1.8297], [0.5019, -1.8396, 0.0235], [2.7898, -1.4650, -0.0748], [3.9213, 0.3429, 0.8133], [2.3216, 1.4797, 0.8385]], "smiles": "C#CC/C(C#N)=C/C=C", "largest_force_ev_per_a": 3.3, "lumo_ev": -0.12, "e_tot_ha": -363.6518, "e_homo_ev": -9.3618, "gap_ha": 0.3397}